1.
Entry from the Open Molecules 2025 dataset: a structure of composition C31H50BF6N11O4S2Ta (ωB97M-V/def2-TZVPD).

```
106
Properties=species:S:1:pos:R:3:forces:R:3:mulliken_charge:R:1
Ta 0.227894 -0.249507 0.510252 0.22 0.10 0.59 0.014
C 2.700556 2.381005 4.249465 0.01 0.00 -0.01 -1.383
C 1.921664 2.382728 2.983262 0.04 0.02 -0.06 0.387
C 1.213803 3.433078 2.401469 -0.02 -0.02 -0.01 -0.864
C 0.695554 2.977694 1.201796 -0.01 0.09 -0.02 -0.637
N 1.049596 1.656372 1.072657 -0.10 -0.13 -0.01 0.690
N 1.837656 1.332829 2.161306 0.00 0.05 0.04 0.835
B 2.629152 -0.008516 2.191113 0.05 0.02 -0.08 -1.485
N 1.721490 -1.213268 2.571969 0.06 -0.02 -0.12 1.258
N 1.026297 -1.867114 1.552825 -0.10 0.00 -0.05 1.131
C 0.806477 -3.160508 1.975384 0.03 0.01 0.08 -0.765
C 1.269718 -3.260418 3.270807 0.01 0.00 -0.01 -1.035
C 1.848555 -2.041960 3.613300 -0.03 0.04 0.04 0.409
C 2.559195 -1.676142 4.864457 0.00 0.00 0.00 -1.386
C 0.337274 -4.335981 1.140337 -0.02 0.01 -0.01 2.286
C -1.104042 -4.713546 1.518155 0.01 0.01 0.00 -1.534
C 0.525137 -4.106925 -0.363182 0.01 0.01 0.01 -1.677
C 1.246151 -5.531529 1.499285 -0.02 -0.01 0.01 -1.858
N 3.106258 -0.246905 0.744584 -0.05 -0.11 -0.03 0.605
N 2.209441 -0.240441 -0.315630 -0.02 -0.07 -0.12 0.718
C 2.958264 -0.181185 -1.459364 0.01 0.03 0.02 -0.638
C 4.295624 -0.221172 -1.112780 0.00 0.01 0.01 -1.143
C 4.360736 -0.243146 0.271455 0.03 0.01 0.01 0.491
C 5.562071 -0.247285 1.147281 -0.01 0.00 0.00 -1.496
C 2.451579 -0.024622 -2.869964 -0.02 0.02 0.01 2.039
C 2.870258 -1.254334 -3.691530 0.01 -0.01 0.00 -1.796
C 3.095690 1.236852 -3.470226 0.01 -0.02 -0.01 -1.438
C 0.936894 0.106097 -2.918747 0.06 -0.01 -0.01 -0.423
C 0.208837 3.899676 0.082860 -0.01 0.02 -0.02 2.063
C -0.002017 5.310650 0.653698 0.02 0.00 -0.01 -2.569
C 1.380839 3.944284 -0.919713 0.01 -0.01 -0.01 -1.578
C -1.033166 3.534163 -0.748456 0.01 -0.07 0.03 -1.498
H 2.632805 3.357354 4.722054 0.00 0.00 0.00 0.477
H 3.752122 2.160840 4.064551 0.00 0.00 0.00 0.290
H 2.317016 1.635888 4.946555 0.00 0.00 0.00 0.203
H 1.154142 4.430475 2.799249 -0.01 0.00 -0.01 0.813
H 3.530818 0.078039 2.953191 -0.01 0.00 0.00 -0.070
H 1.267590 -4.140570 3.889547 0.00 0.00 0.00 0.603
H 2.473664 -2.484450 5.585793 0.00 0.00 0.00 0.436
H 2.134774 -0.773640 5.304128 0.00 0.00 0.00 0.231
H 3.618344 -1.496060 4.674825 0.00 0.00 0.00 0.314
H -1.806278 -3.890033 1.419658 -0.01 0.00 0.00 0.204
H -1.144714 -5.056906 2.551918 0.00 0.00 0.00 0.419
H -1.442122 -5.534387 0.884603 0.00 0.00 0.00 0.463
H -0.098216 -3.323055 -0.784104 0.01 -0.02 0.00 0.057
H 0.269279 -5.026928 -0.888258 0.01 0.00 -0.01 0.581
H 1.568010 -3.878329 -0.594794 0.00 0.02 0.00 0.417
H 1.127339 -5.841238 2.535627 0.00 0.00 0.00 0.417
H 2.297676 -5.306600 1.317677 0.00 0.00 -0.01 0.427
H 0.967287 -6.381191 0.876510 0.00 0.00 0.00 0.478
H 5.136383 -0.210767 -1.785028 0.00 0.00 0.00 0.690
H 6.459125 -0.291953 0.535542 0.00 0.00 0.00 0.495
H 5.556684 -1.107277 1.817192 0.00 0.00 0.00 0.318
H 5.607764 0.656198 1.756181 0.00 0.00 -0.01 0.301
H 3.954176 -1.354803 -3.726845 0.00 0.00 0.00 0.426
H 2.513332 -1.150461 -4.716686 0.00 0.00 0.00 0.465
H 2.456759 -2.173893 -3.271818 0.00 0.00 0.00 0.320
H 4.182240 1.170674 -3.470972 0.00 -0.01 0.00 0.387
H 2.812228 2.134496 -2.920072 0.01 0.01 -0.01 0.169
H 2.770417 1.350401 -4.504602 0.00 0.00 0.00 0.505
H 0.494274 -0.871971 -2.752538 0.01 0.00 0.00 -0.028
H 0.623746 0.453839 -3.903787 -0.02 0.02 0.01 0.745
H 0.556643 0.843104 -2.189991 -0.01 0.00 -0.01 -0.724
H 0.937151 5.750029 0.986551 0.00 -0.01 0.01 0.583
H -0.695060 5.325652 1.497153 0.00 0.01 0.00 0.557
H -0.394020 5.961877 -0.128456 -0.01 0.00 0.00 0.393
H 2.308307 4.221403 -0.418915 0.00 0.00 0.00 0.496
H 1.182561 4.683551 -1.696078 0.00 0.00 0.00 0.563
H 1.523745 2.972105 -1.396033 -0.01 0.01 0.01 -0.142
H -2.454203 4.461380 0.510264 0.05 0.04 -0.06 0.373
H -0.959814 2.545623 -1.197329 0.01 0.00 0.01 0.249
H -1.043897 4.256095 -1.566605 -0.02 0.01 -0.03 1.082
F -3.644475 -0.469127 1.491677 0.02 -0.03 0.03 -0.104
C -3.333816 0.508225 2.317913 -0.04 0.02 -0.07 0.821
F -3.253388 0.070224 3.556154 -0.01 0.00 0.02 -0.165
F -4.184513 1.499994 2.213612 0.00 -0.02 0.01 -0.163
S -1.622570 1.218028 1.927406 -0.01 0.03 0.23 0.566
O -1.436718 0.961393 0.404968 -0.13 -0.05 -0.14 -0.311
O -0.700541 0.027564 2.358822 -0.02 -0.07 0.03 -0.945
N -2.290660 3.591051 0.011007 -0.08 0.01 0.03 -0.283
S -3.710233 3.111484 -0.674739 0.06 -0.07 0.07 0.948
O -3.568425 1.749585 -1.099243 0.06 0.04 -0.02 -0.536
O -4.737787 3.539022 0.205509 -0.02 -0.04 -0.05 -0.668
C -3.864048 4.090877 -2.239111 -0.03 0.06 0.06 0.640
F -2.924521 3.690299 -3.099015 0.04 0.00 -0.01 -0.197
F -3.686269 5.373661 -1.959780 0.03 -0.01 -0.02 -0.205
F -5.053461 3.885354 -2.755202 -0.04 0.00 0.00 -0.177
C -5.666749 -1.114280 -1.360151 0.00 0.01 -0.02 -1.204
C -5.028192 -1.673666 -2.626058 0.01 0.00 0.01 0.816
C -4.516499 -0.568318 -3.545193 -0.01 -0.01 -0.01 -1.033
C -3.951488 -2.712254 -2.307115 -0.04 0.00 -0.02 -1.174
N -2.793149 -2.129600 -1.574931 -0.02 -0.01 0.04 0.585
C -1.814992 -1.355554 -2.027442 0.01 0.02 0.00 -1.130
N -1.020207 -1.119349 -0.995867 0.01 -0.01 -0.11 1.525
N -1.563919 -1.735944 0.065978 0.05 0.09 -0.21 0.588
N -2.626039 -2.345983 -0.262575 0.00 0.00 -0.06 -1.438
H -6.495594 -0.457979 -1.622074 0.00 0.00 0.00 0.469
H -4.954835 -0.511560 -0.790875 0.00 0.00 0.01 0.000
H -6.059321 -1.905457 -0.720210 0.01 0.00 0.01 0.385
H -5.774047 -2.257277 -3.173375 -0.01 0.01 0.01 0.356
H -3.846344 0.116904 -3.017217 0.00 0.00 -0.01 -0.053
H -5.352645 0.038112 -3.890601 0.00 0.00 0.00 0.451
H -4.019984 -0.966755 -4.433900 0.00 0.00 0.00 0.366
H -3.542403 -3.164293 -3.210111 0.02 0.01 0.01 0.426
H -4.324425 -3.494745 -1.649546 0.01 -0.01 -0.01 0.413
H -1.699266 -1.015110 -3.042687 -0.02 -0.01 0.00 0.725
```
Forces are in eV/Å.

Summary:
Charge   +3
Kohn-Sham gap   6.9 eV
Relative energy (zero: lowest compared OMol25 entry of this formula, charge and spin)   0.00 kJ/mol
Calculated total energy   -97720.7675 eV

2.
Entry from the Open Molecules 2025 dataset: a cluster of 9 separate species, C49H47F7N8O6 in total (ωB97M-V/def2-TZVPD).

```
117
Properties=species:S:1:pos:R:3:forces:R:3:mulliken_charge:R:1
O 3.716866 1.264810 -1.539424 -8.73 -2.50 -3.27 -0.455
C 2.478942 0.960457 -2.017985 7.51 3.67 1.81 0.352
O 1.736059 2.044774 -2.678546 1.52 -3.99 0.73 -0.278
C 2.183164 2.271370 -4.061783 0.01 1.37 -2.58 0.720
C 1.045844 3.284249 -4.746512 0.34 -0.22 0.50 -0.220
C 0.988726 3.193066 -6.382274 -1.07 0.58 -0.56 -0.277
F 2.159836 2.532518 -7.013746 -2.02 0.99 1.49 -0.329
O 1.947504 -0.393660 -1.798392 0.70 0.28 -3.57 -0.135
C 2.582480 -1.394753 -2.669849 8.65 -0.52 -0.02 0.547
O 3.937228 -1.537146 -2.697667 -9.88 1.10 0.31 -0.495
C 1.760213 -2.456539 -3.650578 -0.40 -2.26 1.92 0.614
F 2.709468 -3.409619 -4.333597 -3.35 3.74 2.09 -0.253
F 0.940232 -3.331992 -2.733537 2.74 2.82 -2.85 -0.200
C 0.714401 -1.732171 -4.684492 -3.54 -0.63 -0.36 0.336
F 0.348835 -0.335307 -4.324728 1.67 -4.43 -0.92 -0.179
F -0.571678 -2.519781 -4.587379 4.06 2.64 -0.36 -0.312
C 1.148838 -1.783214 -6.264395 -1.87 -0.06 -1.74 0.781
F 0.160162 -0.906618 -6.996812 3.20 -2.75 2.39 -0.265
F 0.957479 -3.158729 -6.846205 0.93 4.68 2.25 -0.264
C 2.629741 -1.170330 -6.602803 4.03 1.56 -7.77 0.260
O 2.945993 -1.043504 -7.920793 -2.72 -0.98 9.10 -0.490
O 3.671288 -0.789753 -5.637012 -3.51 -0.38 -1.23 -0.366
H 2.270660 1.308195 -4.720489 -0.43 1.55 1.61 -0.311
H 3.205309 2.852669 -4.157857 -1.95 -1.29 0.81 -0.074
H -0.017528 3.031460 -4.291776 2.25 0.50 -1.03 0.114
H 1.316237 4.375015 -4.410111 -0.49 -2.15 -0.70 0.177
H 0.904933 4.267801 -6.895410 0.47 -2.37 1.31 0.264
H -0.003605 2.626641 -6.715211 2.47 0.81 0.65 0.218
H 3.964427 0.162321 -5.745643 -0.64 -1.43 -0.54 0.363
N -2.623260 -4.249575 -0.917282 0.35 0.02 0.91 -0.537
C -3.360670 -4.305344 0.213411 0.44 0.05 -0.82 -0.321
C -2.819438 -4.274821 1.488669 0.25 0.03 -0.10 -0.455
C -1.437207 -4.185594 1.615054 0.12 0.00 0.12 0.009
C -0.650757 -4.128420 0.469043 -0.27 -0.01 0.16 -0.582
C -1.284291 -4.161512 -0.762806 -0.84 -0.07 -0.28 -0.457
H -4.433816 -4.377658 0.062450 0.05 0.00 0.04 0.370
H -3.460018 -4.319992 2.362095 0.05 0.00 -0.06 0.404
H -0.976549 -4.160558 2.598324 -0.04 0.03 -0.03 0.557
H 0.429183 -4.059076 0.533734 -0.08 0.00 -0.01 0.394
H -0.714327 -4.115855 -1.686585 -0.17 -0.06 0.21 0.705
N 3.997451 -0.827799 3.651995 -0.23 0.05 -0.91 -0.616
C 4.904745 -1.124252 2.695813 -0.56 0.19 0.69 -0.335
C 4.645411 -1.046548 1.336822 -0.24 0.06 0.01 -0.693
C 3.377479 -0.644170 0.930696 0.02 -0.10 -0.03 0.578
C 2.420927 -0.333930 1.891880 0.19 -0.04 -0.21 -0.582
C 2.775824 -0.438411 3.227186 0.84 -0.25 0.35 -0.493
H 5.878149 -1.436344 3.062889 -0.05 0.02 -0.05 0.362
H 5.413216 -1.294189 0.612665 -0.06 0.03 0.05 0.422
H 3.136675 -0.572652 -0.125973 0.27 -0.08 0.60 0.313
H 1.423580 -0.017809 1.607917 -0.02 -0.05 0.09 0.658
H 2.065484 -0.203726 4.014999 0.00 0.02 -0.09 0.526
N -1.076478 0.780776 2.254143 -0.71 0.73 0.04 -0.185
C -2.378392 0.454964 2.098531 0.90 0.03 0.08 -0.409
C -3.413705 1.374864 2.143908 0.11 0.28 0.06 -0.482
C -3.097691 2.710977 2.366248 0.02 0.00 0.00 -0.174
C -1.766038 3.077410 2.532203 -0.27 -0.09 -0.04 -0.746
C -0.800467 2.085796 2.466737 -0.07 -0.89 -0.14 0.001
H -2.574131 -0.600133 1.930849 -0.01 0.06 0.00 0.449
H -4.441478 1.057208 2.009623 0.10 0.00 0.01 0.389
H -3.882438 3.460606 2.409617 0.09 -0.08 -0.01 0.406
H -1.486988 4.110197 2.707555 0.00 -0.10 -0.02 0.376
H 0.253197 2.321978 2.586400 -0.07 0.03 0.00 0.365
N -0.223840 -3.900344 4.938704 0.35 0.04 0.92 -0.342
C 0.527553 -2.866122 5.375905 -0.51 -0.60 -0.44 -0.200
C 1.032999 -2.770603 6.662586 -0.09 -0.22 0.17 -0.433
C 0.748726 -3.795249 7.559128 0.00 0.02 -0.04 -0.350
C -0.024195 -4.872872 7.139084 0.08 0.13 0.04 -0.607
C -0.481684 -4.880864 5.831204 0.16 0.65 -0.63 -0.172
H 0.719067 -2.090291 4.640332 0.01 -0.06 0.07 0.324
H 1.633312 -1.917811 6.958603 -0.04 -0.07 -0.07 0.384
H 1.126476 -3.754643 8.576628 -0.05 -0.03 -0.11 0.394
H -0.263830 -5.686969 7.813686 0.04 0.07 0.02 0.517
H -1.085616 -5.701701 5.454639 0.03 0.03 0.06 0.402
N -1.709855 4.477589 -2.811208 -0.71 0.68 0.00 -0.227
C -3.011769 4.151777 -2.966822 0.94 0.17 0.11 -0.342
C -4.047082 5.071677 -2.921445 0.02 0.22 0.01 -0.429
C -3.731068 6.407790 -2.699104 0.05 -0.04 0.01 -0.176
C -2.399415 6.774223 -2.533149 -0.24 -0.09 -0.02 -0.595
C -1.433844 5.782609 -2.598615 -0.06 -0.90 -0.14 -0.220
H -3.207509 3.096680 -3.134503 -0.03 0.07 0.01 0.400
H -5.074855 4.754021 -3.055728 0.07 0.02 0.01 0.475
H -4.515815 7.157419 -2.655735 0.08 -0.08 -0.02 0.386
H -2.120365 7.807010 -2.357797 0.01 -0.10 -0.02 0.372
H -0.380180 6.018791 -2.478952 -0.07 0.02 0.01 0.390
N 0.216164 -7.630093 9.423200 0.33 -0.97 0.16 -0.302
C 0.520636 -8.486567 8.423649 -0.23 0.65 0.63 0.069
C 0.957513 -9.785580 8.628217 0.02 -0.06 0.26 -0.645
C 1.095228 -10.235208 9.937173 0.00 0.01 0.00 -0.138
C 0.791180 -9.375936 10.988040 0.05 -0.14 -0.24 -0.466
C 0.357938 -8.095584 10.683229 -0.14 0.43 -0.78 -0.256
H 0.400251 -8.088006 7.420496 0.03 -0.06 0.03 0.295
H 1.185300 -10.430877 7.787406 -0.02 0.08 0.07 0.347
H 1.436390 -11.246830 10.136878 -0.04 0.12 -0.03 0.366
H 0.888601 -9.695870 12.019262 -0.02 0.05 -0.09 0.348
H 0.104800 -7.388726 11.468456 0.03 -0.09 -0.04 0.369
N -7.336888 4.365075 -2.311440 -0.48 -0.37 0.88 -0.453
C -7.960276 3.166847 -2.279952 0.44 0.78 -0.15 -0.195
C -8.596467 2.658414 -1.158834 0.02 0.18 0.22 -0.436
C -8.591225 3.421780 0.003811 0.00 -0.01 0.00 -0.146
C -7.955792 4.659254 0.003243 -0.11 -0.23 -0.04 -0.550
C -7.349970 5.084279 -1.168186 0.05 -0.41 -0.80 0.007
H -7.934104 2.607430 -3.210557 -0.03 0.01 0.09 0.361
H -9.083784 1.690569 -1.191258 0.06 0.09 -0.02 0.357
H -9.078416 3.055683 0.902847 0.06 0.04 -0.11 0.381
H -7.933550 5.277867 0.893237 0.00 -0.04 -0.10 0.364
H -6.844195 6.044384 -1.220151 -0.03 -0.06 0.06 0.303
N 4.570338 5.156479 -4.015766 0.67 0.38 -0.65 -0.360
C 5.659139 4.476704 -4.437395 -0.77 0.40 0.32 0.000
C 6.660324 5.032661 -5.217579 -0.05 0.26 -0.06 -0.688
C 6.538051 6.366271 -5.593124 0.00 0.00 0.00 -0.091
C 5.427094 7.092193 -5.176078 0.21 -0.18 -0.06 -0.496
C 4.480147 6.449822 -4.394693 -0.04 -0.85 0.31 -0.176
H 5.707317 3.438757 -4.121159 0.05 0.05 0.00 0.398
H 7.514411 4.440130 -5.525309 -0.09 0.04 0.04 0.349
H 7.302151 6.836204 -6.205469 -0.09 -0.06 0.07 0.362
H 5.302183 8.133041 -5.452301 -0.01 -0.10 0.04 0.344
H 3.597060 6.974670 -4.041137 0.08 0.00 -0.05 0.368
```
Forces are in eV/Å.

Summary:
Kohn-Sham gap   7.6 eV
SMILES   O=C(OCCCF)OC(=O)C(F)(F)C(F)(F)C(F)(F)C(=O)O.c1ccncc1.c1ccncc1.c1ccncc1.c1ccncc1.c1ccncc1.c1ccncc1.c1ccncc1.c1ccncc1
Calculated total energy   -94790.8821 eV

3.
Entry from the Open Molecules 2025 dataset: a cluster of 4 separate species, C12H18FO9 in total (ωB97M-V/def2-TZVPD).

```
40
Properties=species:S:1:pos:R:3:forces:R:3:mulliken_charge:R:1
F 0.427000 0.743675 -1.796500 -0.15 -0.17 0.30 -0.891
C -1.183000 -2.313325 1.853500 -0.16 0.15 0.14 -1.666
C -0.628000 -0.929325 1.711500 0.08 1.16 -1.45 0.803
C -1.449000 0.284675 2.285500 3.89 -2.24 1.54 -0.873
O -0.468000 0.886675 3.254500 -1.41 -0.46 -2.13 -0.377
C 0.564000 0.016675 3.367500 -1.91 -0.02 0.05 0.645
O 1.306000 0.041675 4.259500 2.71 0.83 2.50 -0.560
O 0.539000 -0.985325 2.523500 0.05 0.01 -1.11 -0.394
H -1.092000 -2.444325 2.907500 -1.01 -0.29 1.20 0.549
H -0.418000 -3.030325 1.589500 -0.11 -0.28 -1.11 0.351
H -2.193000 -2.499325 1.466500 0.49 -0.07 0.01 0.319
H -0.296000 -0.632325 0.691500 -0.21 -0.40 0.37 0.350
H -2.245000 -0.053325 2.836500 -1.98 -0.73 1.58 0.471
H -1.791000 0.849675 1.508500 -0.35 2.34 -1.77 0.444
C 0.254000 -3.247325 -3.929500 -2.86 4.63 -3.30 -1.139
C -0.027000 -2.954325 -2.553500 0.91 -0.60 1.66 0.362
C -1.341000 -2.259325 -2.220500 1.92 2.06 1.48 -0.036
O -2.123000 -3.272325 -1.699500 -3.04 0.68 0.45 -0.336
C -1.388000 -4.254325 -1.366500 -0.02 -7.56 2.00 0.676
O -1.723000 -5.307325 -0.752500 0.29 3.74 -1.32 -0.688
O -0.211000 -4.223325 -1.948500 1.13 -0.12 1.49 -0.364
H -0.708000 -3.779325 -4.431500 2.59 1.30 0.71 0.211
H 1.228000 -3.571325 -4.191500 0.60 -0.88 -0.05 0.385
H 0.326000 -1.967325 -4.139500 -0.36 -3.42 -0.95 0.287
H 0.827000 -2.427325 -2.140500 0.02 0.03 0.53 0.263
H -1.712000 -1.927325 -3.153500 -1.00 1.03 -0.46 0.396
H -1.216000 -1.506325 -1.351500 -0.07 -0.50 -2.16 -0.079
C 2.108000 3.832675 -1.101500 -0.06 -1.50 2.28 -1.091
C 0.926000 3.910675 -0.010500 1.25 -0.85 -4.05 0.517
C 1.101000 2.963675 1.184500 0.46 -2.78 0.88 0.151
O 0.738000 3.860675 2.177500 -1.10 1.71 2.57 -0.257
C 0.768000 5.148675 1.780500 -0.98 3.14 3.03 0.638
O 0.597000 6.164675 2.472500 0.43 -2.99 -0.69 -0.662
O 0.962000 5.270675 0.509500 0.13 -1.84 -1.65 -0.329
H 3.053000 3.871675 -0.404500 -1.44 -0.34 -1.77 0.271
H 2.170000 4.614675 -1.833500 -0.38 0.87 0.09 0.350
H 1.981000 2.899675 -1.716500 0.35 0.39 1.09 0.263
H -0.110000 3.671675 -0.449500 1.58 0.67 0.48 0.233
H 2.148000 2.485675 1.699500 -2.34 1.18 -2.58 0.152
H 0.299000 2.066675 1.111500 2.08 2.14 0.11 -0.345
```
Forces are in eV/Å.

Summary:
Charge   -1
Kohn-Sham gap   8.2 eV
Relative energy (zero: lowest compared OMol25 entry of this formula, charge and spin)   190.67 kJ/mol
Calculated total energy   -33879.1723 eV